Entry 1:
{
  "formula": "C3H9NO3",
  "method": "the ωB97M-V functional and the def2-TZVPD basis",
  "elements": ["C", "C", "O", "C", "O", "H", "H", "H", "H", "H", "H", "N", "O", "H", "H", "H"],
  "positions_angstrom": [[1.29545, -0.48941, 0.79390], [0.86920, -0.95403, -0.56514], [1.27228, -0.00574, -1.57190], [-0.62084, -1.16502, -0.50853], [-1.43260, -0.75594, -1.33265], [0.93452, -1.22333, 1.45560], [0.99957, 0.51316, 1.11630], [2.40707, -0.62082, 0.89868], [1.19578, -2.02670, -0.81950], [0.44908, 0.41004, -1.96569], [-0.93079, -1.51236, 0.48749], [-2.39443, 1.60300, 0.03913], [-1.09059, 1.70435, 0.56219], [-2.90934, 1.16013, 0.81654], [-2.30833, 0.95510, -0.67885], [-0.91862, 2.69630, 0.49768]],
  "smiles": "C[C@H](O)C=O.NO",
  "homo_ha": -0.3618,
  "e_tot_ev": -10886.7878
}

Entry 2:
{
  "formula": "C37H37CrF5P2",
  "method": "the ωB97M-V functional and the def2-TZVPD basis",
  "elements": ["Cr", "C", "C", "C", "C", "C", "C", "C", "C", "C", "H", "H", "H", "H", "H", "H", "H", "H", "H", "H", "H", "H", "H", "H", "H", "P", "P", "C", "C", "C", "C", "C", "C", "C", "C", "C", "C", "C", "C", "C", "C", "C", "C", "C", "C", "C", "C", "C", "C", "C", "C", "C", "C", "H", "H", "H", "H", "H", "H", "H", "H", "H", "H", "H", "H", "H", "H", "H", "H", "H", "H", "H", "H", "H", "H", "F", "C", "F", "C", "F", "F", "F"],
  "positions_angstrom": [[-1.41888, 0.83534, -3.48854], [-2.70815, 0.84366, -6.05175], [-2.45407, -0.40933, -5.65342], [-1.27303, -1.18381, -6.00226], [-0.00779, -0.28242, -6.10718], [0.17275, 0.46921, -4.81761], [-0.33465, 1.77987, -4.64405], [-0.74686, 2.61052, -5.87920], [-1.88505, 1.85152, -6.75335], [1.46987, -0.81621, -0.40646], [-3.77205, 1.10966, -5.98334], [-3.27450, -0.94647, -5.19861], [-1.48746, -1.66842, -6.95320], [-1.15311, -1.98428, -5.26800], [0.84619, -0.89076, -6.45747], [-0.17598, 0.38175, -6.95783], [0.94244, 0.07797, -4.12188], [0.00888, 2.43245, -3.71999], [0.11593, 2.79209, -6.55715], [-0.98647, 3.63800, -5.52752], [-2.52638, 2.61914, -7.24807], [-1.35839, 1.36624, -7.58173], [0.78202, 0.03249, -0.56694], [2.01298, -0.65937, 0.53313], [0.76662, -1.66891, -0.33063], [-0.58702, -1.38670, -2.26744], [2.67002, -0.82492, -1.71752], [0.71032, -2.37733, -2.98353], [2.03469, -1.90780, -2.97809], [-2.10841, -2.35574, -2.29857], [-2.57413, -3.25059, -3.27687], [-3.47295, -4.24870, -2.90047], [-3.99886, -4.25652, -1.60505], [-3.68883, -3.24406, -0.69103], [-2.80580, -2.24174, -1.07341], [-3.37094, 1.12509, -3.36462], [-3.16958, 2.42626, -3.89711], [-4.11765, 3.44615, -3.67177], [-5.24327, 3.07122, -2.92518], [-5.44840, 1.73999, -2.50149], [-4.58273, 0.69862, -2.88184], [4.20443, -1.55875, -1.25085], [4.18018, -2.89330, -0.81072], [5.39670, -3.57812, -0.71415], [6.60120, -2.93741, -1.02908], [6.60158, -1.59417, -1.40489], [5.40512, -0.88713, -1.49741], [2.97891, 0.89579, -2.12901], [2.61656, 1.89138, -1.20564], [2.57830, 3.23694, -1.57335], [3.06292, 3.62180, -2.82962], [3.56503, 2.65288, -3.69776], [3.46349, 1.30111, -3.37876], [0.34958, -3.15340, -3.70226], [2.77259, -2.09705, -3.80716], [-2.14822, -3.19494, -4.27605], [-3.69613, -5.01904, -3.64080], [-4.68947, -5.03700, -1.33776], [-4.12422, -3.21025, 0.30725], [-2.53997, -1.43324, -0.38783], [-2.56197, 2.72390, -4.80050], [-3.92624, 4.49347, -4.03693], [-5.95082, 3.82171, -2.56757], [-6.21493, 1.50973, -1.76390], [-4.72707, -0.38080, -2.70406], [3.21134, -3.30723, -0.48461], [5.37108, -4.60971, -0.35335], [7.51395, -3.51735, -1.01355], [7.53512, -1.07249, -1.58212], [5.35379, 0.18969, -1.68868], [2.33395, 1.59737, -0.19743], [2.16485, 3.97838, -0.88022], [3.01035, 4.65173, -3.16783], [3.97816, 2.92159, -4.66933], [3.74582, 0.56796, -4.13203], [-3.11809, 1.06107, -0.56948], [-1.83046, 1.58649, -0.87765], [-2.00554, 2.93907, -1.17980], [-1.20785, 1.63660, 0.52607], [-1.97886, 2.33383, 1.41581], [-1.11254, 0.33646, 0.94473], [0.01727, 2.25096, 0.54460]],
  "multiplicity": 5,
  "s2": 6.16,
  "homo_ha": [-0.2217, -0.2433],
  "e_tot_ev": -99546.0164
}

Entry 3:
{
  "formula": "C11H20N2O3",
  "method": "the ωB97M-V functional and the def2-TZVPD basis",
  "elements": ["C", "C", "C", "C", "C", "N", "C", "O", "N", "C", "C", "C", "C", "C", "O", "O", "H", "H", "H", "H", "H", "H", "H", "H", "H", "H", "H", "H", "H", "H", "H", "H", "H", "H", "H", "H"],
  "positions_angstrom": [[3.70416, -0.00563, 0.67940], [2.91784, 0.10232, -0.68566], [3.96906, -0.07531, -1.79993], [1.67352, -0.68996, -0.49884], [0.68036, -0.38597, 0.69077], [1.18506, -1.13022, 1.81373], [-0.67097, -0.87824, 0.15030], [-0.95120, -2.05369, 0.39558], [-1.74805, 0.05300, -0.13280], [-1.59879, 1.37316, -0.60966], [-2.35600, 2.13902, 0.42235], [-3.61066, 1.23312, 0.66456], [-3.09506, -0.28865, 0.32120], [-3.87362, -0.93519, -0.64563], [-4.90284, -0.75698, -1.15734], [-3.48014, -2.23752, -0.59116], [3.01673, 0.06977, 1.55100], [3.85892, -1.13330, 0.60330], [4.73287, 0.49461, 0.73870], [2.62671, 1.24285, -0.95552], [4.83568, 0.66631, -1.86262], [4.38713, -1.07353, -1.75087], [3.49231, -0.00252, -2.76260], [1.00594, -0.37537, -1.38883], [1.95606, -1.74320, -0.44978], [0.67795, 0.77592, 0.88842], [0.97205, -2.15319, 1.69124], [1.79135, -0.91536, 2.59846], [-1.98674, 1.30038, -1.60266], [-0.52087, 1.72424, -0.81110], [-1.89946, 2.40147, 1.53065], [-2.69203, 3.20712, 0.07457], [-4.10929, 1.41968, 1.66595], [-4.15045, 1.50106, -0.19476], [-3.09222, -0.83909, 1.39388], [-2.74530, -2.03109, 0.02569]],
  "smiles": "CC(C)C[C@H](N)C(=O)N1CCC[C@H]1C(=O)O",
  "homo_ha": -0.3254,
  "e_tot_ev": -20850.0175
}

Calculated energy relative to the best compared isomer or geometry (same formula, charge and spin), 87.48 0.00 126.39 kcal/mol (same order as the records).